[1]
59
Properties=species:S:1:pos:R:3:forces:R:3 method="wB97M-V/def2-TZVPD" e_homo_ha=-0.270 charge=-1 largest_force_ev_per_a=11.14 homo_lumo_gap_ev=9.45
O 1.04027 -4.15197 3.50222 0.07 2.16 1.70
H 1.19129 -4.17787 2.57135 0.13 0.04 -0.98
O 4.20077 0.79461 -3.00312 -4.78 -2.33 0.82
H 4.19513 0.54118 -2.06198 1.20 0.85 -0.75
H 4.92890 1.19322 -3.35155 3.36 1.52 -0.27
O 0.72063 -1.63215 2.46755 -0.99 -0.24 0.30
H -0.20877 -1.48576 2.77562 1.26 -0.44 -0.36
H 1.08269 -0.73058 2.40371 0.09 0.36 -0.08
O 3.44369 0.31322 1.05013 -0.57 2.55 -0.38
H 3.62737 -0.46801 1.52523 0.29 -1.48 0.75
H 1.07107 -3.13888 3.68436 -0.17 -2.43 -0.71
O -4.51688 -0.60804 2.96517 -5.15 1.47 0.84
H -5.21106 -0.00431 2.48091 3.24 -1.93 0.79
H -3.65263 -0.81261 2.67638 1.28 0.44 -1.49
O 1.58371 0.89699 2.56992 1.92 -0.01 1.32
H 2.17482 0.67238 3.34341 -1.12 0.52 -0.90
H 2.49839 0.89505 1.84307 0.32 -1.56 0.29
O -1.24114 2.09994 -0.66487 -3.02 -3.74 -10.04
H -0.61779 2.40011 -1.45228 -2.17 -1.45 1.72
H -0.80730 2.51659 -0.08414 4.92 4.94 8.27
O -1.06136 -2.42873 0.44804 2.86 3.99 -1.70
H 0.23124 -0.10121 4.35224 0.52 0.14 0.16
H -1.69534 -0.83730 1.43849 -0.35 -0.11 1.56
O -0.76485 0.11792 -4.99974 -0.16 0.97 -1.78
H -0.29465 -0.33728 -4.33631 1.06 -0.76 1.33
H -0.02721 0.56800 -5.45151 -0.64 -0.06 0.20
O 5.77173 1.49699 -0.98731 1.91 -3.11 -1.20
H 6.08140 0.70335 -0.45167 -1.11 2.34 -0.28
H 5.43832 2.24282 -0.55013 -0.57 0.82 1.86
O -0.67519 -0.26647 4.59819 0.18 0.03 0.92
H 1.50304 1.55164 1.02221 -1.02 2.62 -1.83
H -1.11170 -0.16846 3.75563 -0.72 0.13 -0.39
O 1.92505 -0.53895 -0.83727 -1.42 -0.22 0.95
H 2.35339 -0.03311 -0.07478 0.84 -0.75 -0.64
H 2.44404 -0.53328 -1.62990 0.52 0.14 -0.36
O 1.30025 2.34623 0.37467 4.36 0.05 0.65
H 2.22767 2.86200 0.35329 -3.03 -2.03 0.01
H -0.24522 -2.94543 0.36017 -0.37 -0.57 0.45
O -2.01316 -0.41152 2.28943 0.55 -0.23 -2.52
H -0.47958 -1.50619 0.20264 -2.41 -3.27 0.79
H -2.30543 0.42883 1.91259 -0.12 0.46 0.39
O -5.00276 1.85056 -0.53811 -3.15 3.52 3.03
H -4.83854 1.04560 -0.87918 1.20 -4.35 -1.86
H -4.38010 2.45642 -0.82508 1.99 1.60 -0.89
O 1.14374 1.05275 -2.84110 1.08 0.69 3.20
H 0.95678 0.77625 -1.82748 0.69 0.62 -3.01
H 2.03720 1.53093 -2.71985 -1.90 -1.21 -0.53
O -4.76488 -0.61269 -1.05651 -1.52 -0.62 -0.53
H -5.64212 -1.05222 -1.02991 0.98 0.34 0.08
H -4.15315 -1.18483 -0.61228 0.50 -0.55 0.27
O -0.99467 -3.65389 -3.99109 0.25 1.58 2.96
H -1.59711 -2.96637 -3.51139 1.14 -1.58 -1.30
H -0.26444 -3.75357 -3.29302 -1.50 0.06 -1.61
O -0.43544 3.44475 1.83535 -4.51 1.24 -0.16
H -0.35733 2.89434 2.56927 0.17 -1.59 1.95
H 0.41171 3.63170 1.59810 3.65 0.52 -1.28
O -2.42659 -1.05823 -3.04642 3.85 -0.60 2.52
H -2.40112 -0.81017 -3.93230 -0.81 0.88 -2.92
H -1.39678 -0.91428 -2.92907 -3.11 -0.38 0.66

[2]
12
Properties=species:S:1:pos:R:3:forces:R:3 method="wB97M-V/def2-TZVPD" e_homo_ha="-0.349 / -0.351" smiles="N#CP=C([SiH3])[SiH3]" largest_force_ev_per_a=4.49 homo_lumo_gap_ev="8.00 / 7.43"
N -2.32345 -3.44409 -2.01500 -0.16 -0.36 0.11
C -1.85646 -2.43803 -2.32858 -0.05 -0.19 0.06
P -1.17248 -0.93678 -2.87961 1.87 1.68 3.73
C -0.35275 -0.36707 -0.92453 -1.59 -1.01 -3.72
Si 0.53486 1.27822 -1.02267 -0.33 -0.57 0.05
Si -0.66075 -1.51351 0.52674 0.12 0.42 -0.49
H 1.98021 1.04574 -0.93862 0.24 0.00 0.02
H 0.10570 2.09450 0.11772 -0.03 0.17 0.15
H 0.20299 1.94281 -2.28450 -0.02 0.13 -0.21
H 0.23961 -2.66186 0.40378 0.10 -0.22 0.03
H -2.05872 -1.93128 0.55772 -0.24 -0.10 0.03
H -0.34035 -0.73510 1.72809 0.08 0.06 0.24

[3]
7
Properties=species:S:1:pos:R:3:forces:R:3 method="wB97M-V/def2-TZVPD" e_homo_ha="-0.478 / -0.602" charge=+1 spin_multiplicity=2 largest_force_ev_per_a=2.64 s_squared=0.757 homo_lumo_gap_ev="8.27 / 11.61"
O 0.94360 0.43939 0.35262 2.11 -1.53 -0.41
C -0.23647 0.93055 0.65410 -2.41 0.34 -0.02
C -0.52208 0.26708 -0.57538 -0.99 0.27 0.59
H -0.76805 0.78212 1.60187 0.36 0.30 -0.24
F -1.26126 -0.82950 -0.55634 1.03 0.54 -0.15
H -0.27313 0.62199 -1.57644 0.13 -0.15 0.33
Li 2.43103 -0.56247 0.88471 -0.23 0.24 -0.10

[4]
88
Properties=species:S:1:pos:R:3:forces:R:3 method="wB97M-V/def2-TZVPD" e_homo_ha=-0.132 charge=-1 largest_force_ev_per_a=3.25 homo_lumo_gap_ev=4.96
Ca -2.37577 -3.08424 -0.26187 -0.31 -0.65 -0.80
Ca 0.41636 -2.78381 -2.91467 1.27 -0.96 -0.61
Ca 1.86831 0.08365 -1.62775 2.07 0.06 -0.11
P -0.53706 -1.05324 -0.76645 0.92 -2.30 -1.27
O -0.30090 0.30780 -1.35699 -1.87 1.26 1.15
O 0.86036 -1.74964 -0.84385 -0.07 -0.05 2.38
O -1.22489 -2.03098 -1.77826 -3.15 0.68 -0.42
O -1.39780 -1.33334 0.49422 0.74 1.56 0.71
P 2.93424 -1.61253 -3.63316 2.03 -0.19 1.43
O 1.51102 -0.98605 -3.46620 -1.90 1.38 -1.96
O 3.65739 -0.97798 -2.38900 -0.13 -0.39 0.66
O 3.77361 -1.25724 -4.80937 -0.55 -0.12 -1.41
O 2.51591 -3.10028 -3.42965 0.82 -0.73 -0.26
O -2.01604 -6.57338 -2.91271 0.32 -0.08 -0.25
C -1.86276 -5.43503 -2.22212 -0.01 2.02 0.79
O -2.71850 -5.13161 -1.34096 -0.10 -0.63 -0.32
O -0.88214 -4.69945 -2.51311 -0.26 -1.08 -0.12
H -1.25760 -6.49996 -3.51843 -0.24 -0.48 -0.05
C -0.14756 -6.24511 2.24483 -0.52 0.35 0.26
C 0.44675 -4.94558 2.76644 0.61 0.08 -0.25
C 0.22856 -3.97089 1.62932 -1.29 0.63 0.13
O -1.12785 -4.30030 1.20268 -0.13 -1.00 0.60
C -1.25468 -5.73126 1.32494 0.22 -0.77 -1.15
H -0.62423 -6.77008 3.07165 0.39 -0.43 -0.07
H 0.55504 -6.87046 1.69949 0.02 -0.04 0.14
H 1.50505 -4.99905 3.02194 -0.09 -0.10 0.23
H -0.16410 -4.67626 3.62844 0.31 0.46 0.08
H 0.86241 -4.06577 0.74628 0.36 0.01 0.30
H 0.09832 -2.93034 1.92683 0.68 0.03 -0.08
H -1.11714 -6.15758 0.32956 -0.13 0.02 -0.02
H -2.24303 -6.05124 1.65459 -0.14 0.55 0.09
C 2.24696 2.52938 -5.35962 -1.25 -0.06 -0.48
C 0.88814 2.98101 -4.80321 0.95 1.32 1.30
C 0.76561 2.03516 -3.61158 -0.65 -0.31 -0.46
O 2.09569 1.82644 -3.11666 0.18 1.13 -0.21
C 3.05097 2.24193 -4.09326 -0.13 -0.91 -1.66
H 2.71229 3.29347 -5.98165 0.04 -0.10 -0.08
H 2.02164 1.63838 -5.94913 0.71 -0.20 0.04
H 0.00910 3.06139 -5.43836 0.15 -0.53 -0.25
H 1.09734 4.00521 -4.46369 -0.43 0.07 0.31
H 0.36154 1.08865 -3.98231 0.24 -0.20 0.12
H 0.15524 2.28877 -2.74465 -0.11 0.52 -0.24
H 3.69955 1.40351 -4.36017 0.27 -0.05 0.66
H 3.61555 3.13574 -3.82123 -0.08 -0.04 0.53
C 3.47759 -1.10561 1.08040 0.79 -0.93 0.96
C 2.55309 0.03495 1.48080 0.06 0.50 -0.13
N 2.48989 1.16104 0.51160 -0.44 -0.85 0.19
C 3.77091 1.85685 0.43893 -0.86 -0.01 1.04
C 3.80340 2.97670 -0.55808 1.43 0.10 -0.21
C 1.28827 2.00280 0.78932 1.34 -0.08 -0.64
C 1.36222 2.81115 2.09888 -0.88 -0.73 -1.09
H 3.78491 -1.67715 1.96807 -0.41 0.18 0.33
H 4.47063 -0.85782 0.70376 -0.35 0.45 -0.51
H 3.03505 -1.87646 0.45207 -0.19 0.52 -0.49
H 1.54865 -0.36587 1.63395 -0.10 0.01 -0.32
H 2.80595 0.48015 2.45160 0.47 -0.28 0.17
H 3.99248 2.24499 1.44733 0.15 0.12 0.04
H 4.56681 1.14760 0.21438 -0.17 -0.06 -0.15
H 4.74235 3.47555 -0.29055 -0.16 0.46 -0.30
H 3.96967 2.58821 -1.56123 -0.37 0.07 -0.08
H 2.99263 3.69887 -0.53928 -0.11 -0.10 0.11
H 0.46521 1.29528 0.70167 -0.27 0.23 0.59
H 1.15583 2.63810 -0.08987 -0.04 0.29 0.15
H 1.54138 2.07760 2.88162 0.07 0.47 0.43
H 0.36950 3.25043 2.20089 0.07 0.11 0.43
H 2.09489 3.61364 2.05883 0.18 -0.15 0.13
C -2.72936 2.03091 0.22252 0.29 0.37 -0.90
C -2.44790 2.60274 1.60853 0.28 -1.12 0.54
N -3.58065 2.41284 2.48439 -1.42 -1.28 0.77
C -3.62629 3.23778 3.68827 1.18 0.09 -0.46
C -4.22822 4.58230 3.39309 0.01 0.67 -0.05
C -3.99471 1.01397 2.78326 -0.45 0.59 -0.72
C -5.46989 0.87765 2.45688 -1.06 0.14 1.31
H -2.00590 2.29664 -0.55394 0.21 0.42 0.32
H -3.70363 2.31350 -0.18047 -0.12 0.03 0.27
H -2.61183 0.94741 0.18404 -0.33 -0.07 0.46
H -1.60339 2.01021 1.99609 0.30 0.21 0.06
H -2.17355 3.65168 1.72710 0.03 0.08 -0.76
H -4.09349 2.78301 4.56239 -0.44 -0.42 -0.44
H -2.58709 3.38377 4.02734 0.06 0.19 0.16
H -4.39601 5.13366 4.32148 0.04 0.17 -0.10
H -3.53807 5.14277 2.75908 -0.05 0.20 0.10
H -5.15970 4.52872 2.82979 -0.10 -0.28 0.18
H -3.86591 0.87019 3.85583 0.30 -0.57 -0.02
H -3.51588 0.22709 2.19728 0.85 0.44 0.14
H -5.72495 1.29974 1.48854 0.05 -0.12 -0.04
H -6.02581 1.40422 3.24414 -0.09 0.52 -0.37
H -5.90003 -0.11957 2.59813 0.46 -0.31 -0.47

[5]
19
Properties=species:S:1:pos:R:3:forces:R:3 method="wB97M-V/def2-TZVPD" e_homo_ha=-0.086 charge=-1 largest_force_ev_per_a=2.74 homo_lumo_gap_ev=5.94
C 1.52473 0.18365 0.24460 0.07 0.01 0.02
C 1.24170 1.54179 0.88223 1.73 1.88 -0.98
S 1.70108 2.95533 -0.27741 -0.52 -0.11 -0.26
C 0.29751 -0.72719 0.14690 0.91 0.04 0.40
N -0.58752 -0.50821 -0.99434 0.08 -0.11 0.08
C -1.42927 0.67188 -0.88354 -1.34 -0.48 0.51
H 1.98601 0.33710 -0.73603 -0.42 0.17 -0.19
H 2.36714 -0.28210 0.77329 -0.43 -0.36 0.37
H 2.01419 1.82167 1.59702 -0.45 -0.74 0.73
H 0.25716 1.77829 1.27178 -0.21 -0.64 0.11
H 0.59286 -1.77670 0.13931 0.14 0.02 -0.08
H -0.23326 -0.58054 1.09593 -0.36 -0.06 -0.20
H -0.00178 -0.46910 -1.81888 -0.04 0.25 -0.04
H -2.21435 0.43506 -0.14600 0.32 0.06 0.35
H -2.07645 0.76035 -1.75863 0.57 0.33 -0.42
H -0.96861 1.61131 -0.57669 0.29 0.04 -0.45
H -1.57919 -2.02215 0.86192 0.02 0.10 0.13
H -1.39896 -2.80061 -0.38578 0.06 0.10 -0.08
O -1.49300 -2.92985 0.56434 -0.44 -0.52 -0.01

[6]
51
Properties=species:S:1:pos:R:3:forces:R:3 method="wB97M-V/def2-TZVPD" e_homo_ha=-0.493 charge=+2 largest_force_ev_per_a=0.89 homo_lumo_gap_ev=6.11
Al 1.58027 -0.88347 -0.17973 -0.23 -0.56 0.00
O 2.06023 -1.74375 7.14093 0.13 0.32 0.10
N 2.69763 -2.03728 6.16335 -0.42 -0.78 -0.01
O 3.70812 -2.70741 6.14462 0.23 0.26 -0.12
C 2.09322 -1.69541 4.84870 0.18 0.23 -0.07
C 0.76682 -1.46163 4.85482 -0.06 0.02 -0.03
C 0.07259 -1.15510 3.63877 -0.03 -0.01 0.04
C -1.31096 -0.90432 3.55407 0.01 -0.01 0.04
C -1.87135 -0.60145 2.33603 -0.01 0.02 -0.01
C -1.06001 -0.55220 1.20144 0.04 0.06 -0.01
N 0.24420 -0.80023 1.25921 0.09 0.13 0.10
C 0.80260 -1.09274 2.46190 0.03 0.01 -0.09
C 2.21557 -1.33896 2.46763 0.00 0.04 -0.06
N 2.82581 -1.25278 1.25313 -0.11 -0.12 0.05
C 4.13323 -1.46732 1.16101 0.00 -0.02 -0.06
C 4.89621 -1.74847 2.29045 0.02 0.00 0.03
C 4.29473 -1.83363 3.52379 -0.07 0.02 0.05
C 2.89616 -1.64111 3.64430 0.03 -0.01 0.06
H 0.22765 -1.50718 5.79218 0.01 0.01 -0.01
H -1.92074 -0.94705 4.44807 -0.01 0.01 0.00
H -2.92711 -0.39279 2.24139 0.00 0.00 0.00
H -1.46494 -0.29248 0.23065 -0.01 -0.03 0.00
H 4.56323 -1.41841 0.16766 0.00 0.01 0.00
H 5.95997 -1.90569 2.18718 0.00 0.00 -0.01
H 4.88482 -2.05458 4.39790 0.01 -0.03 0.06
N 6.97658 3.29798 -3.64261 -0.01 0.01 0.01
C 5.86437 2.61206 -3.32805 0.04 0.01 0.00
C 4.91216 2.29733 -4.31842 -0.03 0.00 -0.02
C 3.77745 1.59873 -4.00007 0.06 0.00 0.05
C 3.56820 1.19985 -2.67376 0.06 0.00 0.00
C 4.50278 1.49825 -1.67297 -0.08 0.04 -0.05
C 5.63377 2.19588 -1.99479 0.02 0.01 0.00
S 2.18712 0.27176 -2.34472 -0.07 0.00 0.00
O 1.22832 0.29732 -3.39767 0.12 -0.06 0.01
O 1.61120 0.72965 -0.97765 0.02 0.17 -0.01
N 2.58590 -1.25067 -1.84149 -0.28 0.14 -0.08
C 1.60766 -2.19033 -2.23968 0.22 0.11 -0.03
N 0.69910 -2.32701 -1.24629 0.09 0.12 0.00
C -0.33952 -3.15401 -1.45036 0.02 -0.10 0.12
C -0.44552 -3.83467 -2.63753 0.01 -0.01 0.00
C 0.56000 -3.63472 -3.58423 0.02 0.01 -0.01
N 1.59202 -2.81317 -3.39061 -0.03 -0.02 0.01
H 7.13351 3.63021 -4.57776 0.00 0.00 0.00
H 7.64296 3.56420 -2.94004 0.00 -0.01 0.00
H 5.07905 2.61636 -5.33862 0.00 0.01 0.00
H 3.04393 1.36343 -4.75838 0.01 0.00 -0.01
H 4.31899 1.21283 -0.64475 0.02 0.00 0.01
H 6.35512 2.44944 -1.22916 -0.01 0.00 0.01
H -1.05949 -3.26198 -0.64903 0.00 0.02 -0.01
H -1.27120 -4.50380 -2.82567 0.01 0.00 -0.01
H 0.53727 -4.15366 -4.53506 -0.01 0.00 0.00